37
Properties=species:S:1:pos:R:3:forces:R:3 method="wB97M-V/def2-TZVPD" multiplicity=1
Kr 0.150634 0.215244 0.542662 0.12 0.04 -0.06
O -2.568396 1.691394 -0.445498 -0.25 0.29 0.23
H -2.543446 0.742954 -0.572288 0.12 -0.19 0.11
H -2.590736 2.051524 -1.332088 0.09 0.12 -0.19
O -0.776536 -2.641056 -1.127568 0.07 -0.21 -0.09
H -0.792926 -2.276566 -2.012498 0.20 0.21 -0.40
H -1.630526 -2.414966 -0.759038 -0.25 0.04 0.41
O 2.069504 -1.086606 -2.699488 -0.14 0.03 -0.38
H 2.209734 -1.651786 -1.939798 0.20 -0.56 0.28
H 2.034814 -0.201416 -2.336918 -0.01 0.50 -0.06
O 0.996374 3.113414 2.351922 0.32 -0.05 -0.18
H 0.114824 2.846154 2.612082 -0.19 -0.21 0.00
H 0.996774 4.065724 2.448592 0.05 0.29 0.05
O -0.505506 1.327414 -3.228828 -0.97 -0.29 -0.38
H 0.399054 1.511714 -2.975778 0.45 -0.02 0.49
H -0.944226 2.177134 -3.187238 -0.02 0.20 -0.07
O -0.863316 -1.789956 3.101352 0.47 -0.18 0.01
H -1.475066 -1.126346 2.782582 -0.48 0.39 0.09
H -1.275176 -2.624096 2.875912 -0.06 -0.23 -0.01
O -3.182256 0.105404 2.691612 0.10 -0.30 0.26
H -2.893086 1.017604 2.713852 0.02 0.29 -0.02
H -3.254206 -0.100896 1.759682 -0.06 0.04 -0.50
O -3.442876 -1.154456 -0.205238 0.42 -0.11 0.16
H -4.345416 -1.372246 0.027622 -0.35 -0.12 0.12
H -3.474656 -0.972066 -1.144358 -0.13 0.03 -0.40
O 3.267724 2.769944 0.141212 0.05 0.04 -0.57
H 2.600434 2.725384 0.826022 -0.51 0.03 0.50
H 3.838084 2.020614 0.312772 0.28 -0.22 0.15
O 2.200514 -1.341966 3.008822 0.45 0.26 0.10
H 2.418034 -2.265746 2.884122 0.03 -0.20 -0.05
H 1.389934 -1.217516 2.515162 -0.42 -0.11 0.04
O 1.999104 -3.233296 -0.851308 0.54 0.03 0.21
H 1.063414 -3.052326 -0.940588 -0.72 0.06 0.19
H 2.118014 -4.090066 -1.261248 0.13 -0.18 -0.12
O 1.945644 1.811154 -2.217078 -0.12 -0.20 -0.59
H 2.392754 2.118454 -1.428478 0.29 0.39 0.93
H 2.353004 2.302154 -2.930668 0.25 0.06 -0.26

***

40
Properties=species:S:1:pos:R:3:forces:R:3 method="wB97M-V/def2-TZVPD" multiplicity=1 charge=-1
N -0.215675 0.519432 0.031915 -2.48 -1.56 -2.87
O 0.445702 -0.135478 0.792966 1.92 -1.39 1.25
O 0.147844 0.594721 -1.152467 -0.34 1.23 0.79
O -1.378603 0.808561 0.421961 0.82 0.18 -0.66
O 0.395291 0.440768 -3.819560 0.28 0.94 1.92
H 0.262583 0.687367 -2.832964 0.16 -0.44 -2.19
H 1.282429 0.797431 -4.024158 -0.62 -0.53 -0.01
O -2.058828 3.098542 -0.126917 0.05 0.50 -4.14
H -2.073768 3.147321 -1.208351 0.10 -0.22 4.30
H -1.659025 2.198631 0.050007 -0.93 1.06 -0.63
O 3.311870 1.147756 -2.479535 5.68 -1.12 3.15
H 3.942415 1.362768 -1.560089 -3.77 -0.58 -4.06
H 2.503365 1.573671 -2.574370 -1.92 1.74 1.06
O -0.276180 -2.422412 3.506600 0.95 -6.74 1.43
H -0.542655 -1.682736 3.137410 -1.50 6.87 -1.87
H -0.830529 -2.980769 2.925085 0.64 -0.70 0.74
O 0.219888 -2.380522 -3.119101 -1.02 3.24 -0.51
H 1.069122 -2.289312 -2.713529 1.26 -0.50 0.49
H 0.108825 -1.357546 -3.319390 0.02 -2.60 -0.10
O -0.713472 0.081385 2.946995 -1.02 0.18 8.39
H -0.556882 0.014188 2.101139 1.09 0.12 -6.79
H -1.136534 0.892111 3.202768 -0.44 0.23 -0.29
O -3.635910 -0.188658 1.925105 -0.81 -0.55 0.73
H -3.055341 0.314300 1.362268 0.46 -0.13 -0.32
H -3.212340 -1.033216 2.143744 0.08 0.64 -0.33
O 2.693499 0.451524 1.477957 1.50 0.99 -5.78
H 2.387064 0.472032 2.298040 -2.23 0.02 5.65
H 1.893949 0.307036 0.870925 1.09 0.32 1.19
O 3.718353 -1.495311 0.404090 -0.60 -1.86 0.51
H 3.264128 -0.805350 0.896077 0.81 2.12 -0.28
H 3.192285 -2.079406 0.982819 0.74 -1.48 -0.79
O 0.591932 2.904424 1.291582 4.41 0.81 -0.34
H -0.270567 2.693922 1.427352 -4.03 -0.73 0.67
H 1.117970 2.411092 1.938923 -0.24 0.17 -0.29
O -0.863682 -2.457237 -0.419793 -2.42 -1.23 -3.09
H -0.278342 -2.078317 0.143286 2.76 1.70 3.09
H -0.482034 -2.211479 -1.289341 -0.47 -0.64 -0.02
O -3.484884 -0.560324 -1.786024 1.99 0.35 -0.16
H -3.203265 0.009452 -2.544920 -0.29 -0.76 1.04
H -2.619996 -0.770364 -1.308503 -1.68 0.32 -0.85

***

36
Properties=species:S:1:pos:R:3:forces:R:3 method="wB97M-V/def2-TZVPD" s_squared=0.750 multiplicity=2 charge=-1
O -1.732724 -1.779561 2.992683 0.27 -0.16 0.49
H -1.586034 -1.209381 2.237963 -0.02 0.20 -0.63
H -2.676804 -1.737891 3.145033 -0.20 0.02 -0.05
O -0.936564 1.162909 -2.522037 -0.72 0.25 0.14
H -0.917754 0.946239 -3.454197 -0.08 -0.17 -0.20
H -0.014904 1.210069 -2.267967 1.10 -0.15 0.18
O 2.645636 2.120109 1.396083 0.25 0.25 0.69
H 2.374216 1.210939 1.269723 -0.37 -0.20 -0.22
H 2.789486 2.452959 0.510223 0.11 0.03 -0.36
O -1.125784 -3.288541 -0.332247 -0.45 -0.59 0.11
H -0.379334 -2.824091 0.046343 0.23 0.28 0.05
H -1.121954 -3.036571 -1.255687 0.04 0.18 -0.25
O 0.631506 -1.693241 -2.804527 -0.49 -0.45 -0.70
H 1.323486 -1.201821 -3.247127 0.29 0.21 -0.17
H 0.731936 -1.468911 -1.879427 0.09 0.25 0.43
O 2.557766 -0.985731 1.987223 -0.23 -0.10 0.01
H 2.773346 -1.871441 2.279263 0.04 -0.37 0.32
H 3.311596 -0.456791 2.248363 0.33 0.41 0.00
O -0.221694 1.044689 3.294713 0.16 0.34 0.43
H -0.384794 0.185359 3.683533 -0.13 -0.32 0.05
H -0.559564 0.972239 2.402063 -0.04 -0.06 -0.56
O -3.859414 0.666029 0.155023 -0.31 -0.30 0.28
H -4.217094 1.546149 0.272083 0.05 0.26 -0.06
H -3.289714 0.738399 -0.610767 0.28 0.06 -0.21
O -0.655744 -0.055861 0.348703 -0.44 0.01 0.77
H -0.632114 0.512519 -0.421107 -0.04 0.12 -0.26
H 0.198976 -0.486741 0.355203 0.23 0.00 -0.17
O 1.407496 -1.920101 -0.261347 -0.27 -0.46 -0.06
H 1.884786 -2.669601 -0.617257 0.11 -0.32 -0.37
H 1.938996 -1.626521 0.478613 0.52 0.67 0.51
O -2.485934 3.211799 -1.592987 -0.60 0.50 0.27
H -2.172044 4.109549 -1.484587 -0.01 0.22 0.10
H -1.696744 2.702159 -1.776507 0.34 -0.63 -0.41
O 1.670536 1.082929 -1.409567 -1.35 -0.19 0.38
H 2.090266 1.943149 -1.400457 0.48 0.81 -0.16
H 2.336686 0.494609 -1.765037 0.81 -0.60 -0.37

***

36
Properties=species:S:1:pos:R:3:forces:R:3 method="wB97M-V/def2-TZVPD" smiles=O.O.O.O.O.O.O.O.O.O.O.O multiplicity=1
O -1.632704 -0.308226 -3.159972 -0.23 -0.85 -0.39
H -1.597876 -0.656582 -4.061323 0.15 0.49 -0.14
H -1.891953 -1.134420 -2.719116 0.22 0.40 0.56
O -1.453720 1.408460 0.133211 -0.04 -0.16 -0.57
H -1.835129 0.549614 0.338982 0.10 0.09 0.37
H -1.131299 1.824363 0.934472 -0.22 -0.17 0.16
O -0.960048 -2.960118 -1.373522 0.43 -0.90 -0.18
H -1.065772 -3.927937 -1.438504 -0.23 0.48 -0.21
H -0.157908 -2.949138 -0.836022 -0.04 0.52 0.02
O -0.142238 1.532004 4.828691 0.05 0.05 -0.15
H 0.807785 1.674206 4.762006 0.01 -0.08 0.06
H -0.523498 2.197329 4.248357 -0.07 0.05 0.09
O -0.463178 3.844677 -0.594724 -0.80 0.62 -0.76
H -1.369285 4.161679 -0.735890 0.02 -0.12 0.66
H -0.249143 3.753176 -1.531353 0.64 -0.17 -0.12
O -0.623737 -2.928720 2.488998 2.09 2.42 0.19
H -0.214375 -2.406003 1.769275 -0.70 -0.86 -1.09
H -0.055506 -2.298885 3.030527 -1.17 -1.25 0.94
O 1.753095 2.763434 0.584535 -1.33 -1.11 0.09
H 1.085128 2.624617 1.274411 0.79 0.63 0.85
H 1.107689 2.423072 -0.065290 0.83 0.34 -0.82
O -0.787504 2.771761 -3.578103 -0.18 -0.71 0.21
H -1.055949 2.057606 -2.975248 0.04 0.19 0.16
H -1.014892 2.357588 -4.418933 0.12 0.37 -0.16
O 1.535923 -0.937362 2.378889 -1.30 -0.56 1.61
H 2.171766 -1.570474 2.034128 0.20 1.06 -0.67
H 1.480932 -0.101503 1.916878 0.72 -0.28 -0.60
O -2.590378 -3.859820 0.744373 -0.69 -1.12 0.38
H -2.181078 -3.120134 1.194484 0.17 0.19 -0.20
H -2.653144 -3.736183 -0.199628 0.11 0.72 0.11
O 3.126295 -1.466384 0.323806 -0.27 -1.28 -1.28
H 3.052468 -2.429169 0.225504 0.56 -0.05 0.60
H 2.723228 -1.269033 -0.543860 0.08 1.05 0.28
O 2.169327 0.395256 -1.529284 -0.24 -0.73 0.18
H 1.764591 0.792909 -2.307018 0.39 0.31 0.19
H 2.872089 0.928338 -1.143739 -0.21 0.43 -0.37

***

36
Properties=species:S:1:pos:R:3:forces:R:3 method="wB97M-V/def2-TZVPD" smiles=O.O.O.O.O.O.O.O.O.O.O.O multiplicity=1
O 1.388083 -5.240516 1.555766 -0.09 -0.16 -0.15
H 1.122753 -4.483726 2.078366 -0.16 0.28 0.16
H 2.344493 -5.202596 1.546876 0.24 -0.04 -0.01
O -5.126967 -0.316506 1.112416 0.10 0.14 0.32
H -4.797907 0.149674 0.343896 0.08 0.13 -0.22
H -5.607477 -1.062346 0.753156 -0.11 -0.22 -0.05
O 1.666043 0.104514 -4.441374 -0.06 0.07 -0.27
H 2.467543 -0.380196 -4.244174 0.20 -0.08 0.04
H 1.225983 0.194644 -3.596124 -0.17 0.03 0.30
O -1.246197 3.435024 1.250266 -0.09 0.14 -0.34
H -0.589777 3.748554 1.872396 0.26 0.06 0.14
H -1.579807 2.627024 1.640236 -0.12 -0.26 0.20
O 0.629033 -1.471016 2.838896 0.16 -0.22 -0.24
H -0.119977 -0.897846 3.002256 -0.48 0.18 0.03
H 1.383843 -0.976386 3.158036 0.21 0.08 0.10
O 0.202543 -0.089026 -0.640824 0.14 -0.01 -0.31
H -0.583487 0.392384 -0.382694 -0.20 0.16 0.01
H 0.529513 -0.469446 0.174406 0.10 -0.19 0.29
O -2.723917 -2.846146 -3.437164 -0.27 0.21 -0.03
H -1.777117 -2.802286 -3.303494 0.35 -0.01 0.00
H -2.962137 -3.735816 -3.176454 -0.03 -0.22 0.04
O 2.468203 2.928574 2.427276 -0.25 -0.05 -0.19
H 2.911973 3.635494 2.895846 0.13 0.25 0.08
H 2.925543 2.134044 2.702566 0.12 -0.21 0.07
O 3.694393 2.432234 -1.217794 0.32 -0.13 -0.07
H 2.861483 2.621674 -1.649804 -0.27 0.11 -0.17
H 3.475153 2.376774 -0.287694 -0.12 0.07 0.26
O -2.319547 0.467574 3.395766 0.44 0.08 -0.15
H -2.247417 0.411264 4.348586 0.02 0.03 0.27
H -3.260207 0.426494 3.223456 -0.38 -0.14 -0.24
O 0.321543 4.848744 -2.053734 0.27 0.00 -0.04
H -0.174037 4.576904 -1.281254 -0.15 -0.14 0.32
H -0.346767 5.095904 -2.692884 -0.12 0.06 -0.20
O 0.919053 -4.287756 -2.762064 -0.25 0.00 -0.10
H 1.180903 -3.819416 -1.969384 0.01 0.10 0.28
H 1.744653 -4.526466 -3.183534 0.16 -0.08 -0.17

***

36
Properties=species:S:1:pos:R:3:forces:R:3 method="wB97M-V/def2-TZVPD" smiles=O.O.O.O.O.O.O.O.O.O.O.O multiplicity=1
O 16.983587 -25.822545 -21.557310 0.18 -0.01 0.35
H 16.257577 -25.221535 -21.724429 -0.07 0.27 -0.18
H 17.363976 -25.516343 -20.734035 0.18 -0.07 0.27
O 17.063063 -21.701213 -22.199756 -0.04 -0.38 -0.02
H 17.501489 -22.027386 -21.413864 0.07 0.05 0.36
H 16.184465 -21.463667 -21.903328 -0.30 0.13 0.17
O 19.980310 -22.446434 -22.824168 -0.16 0.02 -0.15
H 19.242712 -22.498527 -22.216326 0.01 -0.03 -0.01
H 20.735742 -22.730955 -22.309782 0.32 -0.08 0.06
O 19.605563 -24.873596 -25.378050 0.44 -0.02 -0.35
H 19.825626 -24.985371 -24.453224 -0.03 -0.06 0.24
H 18.706126 -24.546168 -25.372842 -0.49 -0.11 0.18
O 19.904427 -22.019502 -26.205726 0.12 0.70 0.03
H 19.335803 -22.016121 -26.975717 -0.19 -0.10 -0.23
H 19.614941 -22.776841 -25.696936 0.20 -0.46 0.14
O 16.979931 -19.995448 -24.418074 -0.48 0.28 -0.21
H 16.934791 -20.521332 -23.619541 0.34 -0.03 -0.01
H 17.915934 -19.921843 -24.604373 0.33 -0.09 -0.15
O 14.990695 -25.794118 -24.176420 -0.39 0.19 -0.68
H 14.717316 -25.259939 -23.430668 -0.12 0.27 0.44
H 14.378357 -26.529812 -24.181961 -0.15 -0.42 -0.24
O 15.543219 -26.725125 -26.856256 -0.28 -0.26 -0.15
H 16.496489 -26.692635 -26.936605 0.29 0.02 -0.09
H 15.344032 -26.141335 -26.124307 0.01 0.27 0.07
O 16.889678 -23.371328 -27.306284 0.11 -0.11 -0.41
H 16.847769 -23.239577 -26.359118 0.12 0.14 0.53
H 16.210431 -22.796398 -27.658842 -0.13 0.11 -0.19
O 16.926928 -27.532587 -23.649013 0.41 -0.99 -0.31
H 16.421680 -26.855495 -24.099019 0.08 0.10 0.05
H 16.678370 -27.445713 -22.728737 0.18 0.16 0.14
O 14.724252 -24.244241 -22.072268 -0.11 0.35 0.29
H 14.213973 -24.554679 -21.324287 -0.26 -0.24 0.35
H 14.324348 -23.406126 -22.304358 -0.10 0.37 -0.21
O 17.112179 -23.688773 -24.516022 -0.10 0.04 -0.17
H 17.224414 -23.195125 -23.703652 0.21 0.43 0.23
H 16.287333 -24.159983 -24.398503 -0.18 -0.48 -0.14

***

no.,molecular weight (g mol⁻¹),calculated total energy (eV)
1,299.98,-99889.9337
2,278.18,-32588.3640
3,216.18,-24960.2643
4,216.18,-24958.5052
5,216.18,-24959.2932
6,216.18,-24959.3994